# C14H30F6N2O18PS4

A molecular structure, C14H30F6N2O18PS4 in a non-equilibrium geometry (wB97M-V/def2-TZVPD, the OMol25 dataset).

LUMO level: 1.8 eV
frontier orbital gap: 9.37 eV
net charge: -1

Geometry as XYZ:
```
75
C14H30F6N2O18PS4 | the OMol25 dataset | wB97M-V/def2-TZVPD
P -18.25558 10.80241 -0.79501
F -18.04660 10.52892 -2.49319
F -17.58375 9.35788 -0.40103
F -16.73270 11.37388 -0.69748
F -18.42430 11.06127 0.83998
F -18.82816 12.34894 -0.96661
F -19.68561 9.98981 -0.80553
C -13.48062 14.30129 -1.56832
C -12.93584 14.47349 -0.13365
O -11.94590 15.23656 -0.09638
N -13.58055 13.86777 0.88466
C -12.96167 13.74334 2.21711
H -12.72370 14.45078 -2.33827
H -14.28300 15.03365 -1.65742
H -13.87071 13.30388 -1.77108
H -14.31690 13.35007 0.42652
H -13.63781 13.15845 2.84069
H -12.67447 14.69811 2.65757
H -12.20882 12.98572 1.99958
C -22.97154 10.80046 2.25580
C -23.94640 11.33301 1.25941
O -25.16447 11.46830 1.52249
N -23.40431 11.62890 0.10094
C -24.08417 12.21450 -1.04154
H -21.97973 10.66316 1.82501
H -23.23432 9.81249 2.63392
H -22.92927 11.38748 3.17325
H -22.44697 11.32501 -0.00506
H -24.52634 11.47397 -1.70803
H -23.31725 12.81625 -1.52922
H -24.99246 12.77351 -0.81655
C -19.01115 15.38981 2.85035
C -17.76194 16.19751 3.33661
O -17.98797 16.45471 4.71552
S -18.77842 15.21445 5.43014
O -19.68071 15.66716 6.52799
O -17.80060 14.18026 5.74579
O -19.60903 14.94299 4.00474
H -18.72903 14.67515 2.07719
H -19.73499 15.93598 2.24548
H -17.95946 17.16440 2.87379
H -16.83616 15.65104 3.15660
C -18.36586 6.08090 -3.90177
C -18.09736 6.60669 -5.27402
O -17.85994 5.43241 -5.98959
S -18.67422 4.16690 -5.37590
O -17.71695 3.05572 -5.12322
O -19.80402 3.92567 -6.24088
O -19.11871 4.92045 -3.98158
H -19.03908 6.84449 -3.51216
H -17.46764 5.89411 -3.31321
H -17.15291 7.14724 -5.21132
H -18.93684 7.16738 -5.68513
C -18.09318 14.36936 -5.78798
C -19.55310 14.02792 -5.78811
O -20.22732 14.84281 -6.69308
S -19.19147 15.58627 -7.64437
O -19.57438 17.00782 -7.81325
O -18.81544 14.71979 -8.79026
O -17.95883 15.47539 -6.56901
H -17.42174 13.54917 -6.04206
H -17.80497 14.47875 -4.74248
H -20.00508 14.03888 -4.79630
H -19.57120 13.03858 -6.24524
C -17.04650 7.98985 4.18313
C -16.80322 9.32185 4.95216
O -17.63353 9.30163 6.08963
S -18.78243 8.11814 6.08347
O -19.97172 8.62813 5.50215
O -18.94374 7.36382 7.37008
O -17.82503 7.25681 5.06667
H -16.10225 7.44704 4.14000
H -17.62910 8.00734 3.26206
H -16.77956 10.27025 4.41543
H -15.83666 9.32986 5.45595
```

# C14H30F6NiO10

A molecular structure, C14H30F6NiO10 in a non-equilibrium geometry (wB97M-V/def2-TZVPD, the OMol25 dataset).

LUMO level (alpha / beta): 0.1 / 0.0 eV
frontier orbital gap (alpha / beta): 8.87 / 8.75 eV
multiplicity: 3
net charge: 0

Geometry as XYZ:
```
61
C14H30F6NiO10 | the OMol25 dataset | wB97M-V/def2-TZVPD
Ni 0.05566 -0.37236 -0.06196
C -2.66657 0.57234 1.31278
O -3.51926 1.23357 0.35579
O -1.45671 0.53174 0.85459
C -2.78892 1.27369 2.68556
F -3.01673 2.59469 2.57006
F -3.81863 0.76125 3.39615
F -1.68111 1.12979 3.42582
C -4.91625 1.07570 0.49317
C -5.59396 2.19013 -0.27993
H -6.64145 1.97321 -0.49625
H -5.51868 3.11976 0.28617
H -5.13097 2.36240 -1.25337
H -5.27275 1.09430 1.52317
H -5.22838 0.12068 0.04009
H -3.11197 -0.44496 1.46144
C 2.35985 -2.11345 -1.35713
O 3.67199 -1.61443 -1.66986
O 1.67024 -1.10308 -0.88208
C 1.72701 -2.85764 -2.55770
F 2.11225 -2.44472 -3.77416
F 2.06328 -4.18457 -2.47734
F 0.40331 -2.82385 -2.54266
C 4.56388 -2.38305 -2.47559
C 5.96793 -1.88796 -2.20191
H 5.97981 -0.80505 -2.08656
H 6.48690 -2.35597 -1.37101
H 6.53444 -2.10052 -3.11823
H 4.31877 -2.29530 -3.53042
H 4.51411 -3.43920 -2.17992
H 2.54612 -2.87415 -0.56913
C -1.72127 -2.75797 -0.24710
C -0.60950 -3.08665 0.70368
O -0.13279 -1.92660 1.39083
O -1.34195 -1.63113 -1.06462
H -2.65992 -2.54019 0.27364
H -1.89898 -3.63051 -0.88100
H 0.21901 -3.56714 0.17276
H -0.97240 -3.85103 1.39941
H 0.43902 -2.22653 2.10297
H -1.95469 -1.56676 -1.80052
C -0.48902 3.23616 -0.27311
C 0.29173 2.58852 -1.38637
O -0.04780 1.21366 -1.54747
O -1.86784 3.08993 -0.45429
H -0.24021 4.30225 -0.27397
H -0.18333 2.84708 0.70693
H 1.36757 2.60758 -1.21564
H 0.05759 3.11235 -2.31712
H -0.95918 1.20474 -1.86807
H -2.17297 2.21489 -0.15742
C 2.55300 1.88241 2.88127
C 1.34015 1.07987 2.43382
O 1.36551 0.80934 1.04277
O 2.41857 3.25481 2.47202
H 3.46760 1.44288 2.46715
H 2.55027 1.96161 3.96482
H 0.47676 1.68419 2.71167
H 1.24167 0.16401 3.03071
H 2.26128 0.84509 0.68623
H 2.58890 3.31015 1.52643
```

# C14H30F6O20P2S2Zn

A molecular structure, C14H30F6O20P2S2Zn in a non-equilibrium geometry (wB97M-V/def2-TZVPD, the OMol25 dataset).

LUMO level: 0.2 eV
frontier orbital gap: 9.76 eV
net charge: 0

Geometry as XYZ:
```
75
C14H30F6O20P2S2Zn | the OMol25 dataset | wB97M-V/def2-TZVPD
Zn 0.21936 -0.50477 0.06314
C -2.06686 -3.44513 -2.56785
F -2.29588 -4.79272 -2.62663
F -0.84044 -3.01145 -3.07356
F -2.93047 -2.76322 -3.38119
S -2.11111 -2.81245 -0.71165
O -2.28705 -4.01768 0.12542
O -0.80282 -2.11621 -0.48747
O -3.18130 -1.84457 -0.53047
C 2.13342 3.37734 1.35691
F 2.91540 3.99574 2.30900
F 0.92789 3.71750 1.59751
F 2.55691 3.73909 0.08708
S 2.21390 1.46484 1.58674
O 1.95657 1.20494 2.99736
O 1.12201 1.10851 0.70918
O 3.51318 1.00400 1.02057
C -0.46687 -3.08902 4.16497
O -0.22581 -1.66425 4.22026
P -1.04499 -0.71633 3.30354
O -0.65020 -0.56347 1.87172
O -1.24903 0.68456 4.13871
C -1.64912 0.66937 5.50333
O -2.50248 -1.27029 3.36073
C -3.44819 -0.67311 2.48389
H -1.29698 -3.45652 3.56168
H -0.86599 -3.39455 5.13217
H 0.41362 -3.63245 3.82214
H -2.13895 -0.28543 5.69448
H -2.33754 1.51168 5.57164
H -0.82980 0.67148 6.22224
H -3.05282 0.14356 1.87988
H -4.25429 -0.27939 3.10299
H -3.83963 -1.38317 1.75541
C 1.39107 3.06179 -3.41191
O 1.25857 1.85954 -2.58247
P 1.36449 0.32196 -3.03614
O 1.14797 -0.52786 -1.79563
O 2.86502 0.35647 -3.70550
C 3.80559 1.22870 -3.23841
O 0.31636 0.26261 -4.29385
C -1.11906 0.41483 -4.05568
H 1.75148 3.96379 -2.91733
H 0.43932 3.38688 -3.83216
H 2.05163 2.86288 -4.25582
H 4.78144 0.74313 -3.23285
H 3.50923 1.61581 -2.26352
H 4.09168 2.12620 -3.78682
H -1.26256 1.06495 -3.19262
H -1.53801 -0.55968 -3.80482
H -1.61612 0.96061 -4.85765
C -3.86122 1.33188 -1.72363
O -2.91966 2.32325 -1.29597
C -1.70797 1.96231 -0.64776
O -1.44907 0.80785 -0.35178
O -0.81792 2.94797 -0.63484
C -1.34387 4.33509 -0.62651
H -3.49802 1.05082 -2.71216
H -4.84715 1.77531 -1.86297
H -3.83669 0.49445 -1.02634
H -2.28984 4.49765 -0.10996
H -1.46779 4.68760 -1.65047
H -0.59623 5.03543 -0.25415
C 3.44264 -2.18734 2.86294
O 3.82611 -2.69286 1.60648
C 2.82086 -2.55652 0.50969
O 1.87438 -1.77859 0.61565
O 3.00010 -3.51398 -0.38762
C 2.34978 -3.41401 -1.65266
H 2.50307 -2.71583 3.02419
H 3.15080 -1.15479 2.67126
H 4.20901 -1.90997 3.58670
H 2.62344 -2.45141 -2.08465
H 1.26752 -3.41566 -1.52285
H 2.72598 -4.17772 -2.33333
```

| no. | total energy (hartree) |
| --- | --- |
| 1 | -4548.7044 |
| 2 | -3411.3105 |
| 3 | -5914.0301 |